The following is a DFT calculation (ωB97M-V with the def2-TZVPD basis set) of a cluster of 6 separate species, C6H24O6 in total.

Energy above the lowest of the compared OMol25 structures with the same formula, charge and spin (eV): 3.893
Spin multiplicity: 1
Lowest unoccupied orbital energy (eV): 0.5
Frontier orbital gap (eV): 9.885

Atoms and positions in Å:
C: 2.565 1.265 -2.921
O: 3.909 0.908 -3.249
H: 1.896 0.640 -3.521
H: 2.352 1.070 -1.873
H: 2.356 2.287 -3.238
H: 4.315 1.607 -3.762
C: -1.263 -0.867 3.336
O: 0.000 -0.229 3.481
H: -1.487 -1.445 4.232
H: -2.041 -0.118 3.173
H: -1.247 -1.514 2.458
H: 0.308 -0.257 4.386
C: 0.305 -3.523 -1.525
O: 0.686 -4.651 -2.330
H: 0.300 -3.793 -0.467
H: 0.995 -2.694 -1.673
H: -0.720 -3.278 -1.799
H: 0.994 -5.342 -1.742
C: 2.184 3.770 0.022
O: 2.631 2.937 1.063
H: 3.034 4.100 -0.577
H: 1.416 3.363 -0.644
H: 1.675 4.659 0.417
H: 2.035 2.165 1.083
C: -0.272 0.524 0.115
O: 0.604 1.019 1.129
H: -0.116 1.129 -0.774
H: 0.036 -0.508 -0.076
H: -1.281 0.614 0.521
H: 0.565 0.524 1.970
C: -4.360 -0.660 0.143
O: -4.272 -1.239 1.415
H: -3.670 0.182 0.026
H: -4.070 -1.353 -0.652
H: -5.374 -0.355 -0.125
H: -4.985 -0.936 1.979

The following is a DFT calculation (ωB97M-V with the def2-TZVPD basis set) of a cluster of 6 separate species, C6H24O6 in total.

Energy above the lowest of the compared OMol25 structures with the same formula, charge and spin (eV): 1.812
Spin multiplicity: 1
Lowest unoccupied orbital energy (eV): 0.3
Frontier orbital gap (eV): 10.295

Atoms and positions in Å:
C: 1.342 0.898 1.521
C: 1.133 1.479 0.154
O: 1.245 0.447 -0.839
H: 1.286 1.721 2.248
H: 2.260 0.374 1.773
H: 0.492 0.260 1.775
H: 1.947 2.198 -0.023
H: 0.230 2.081 0.091
H: 2.187 0.334 -0.986
C: -2.987 2.922 -1.695
C: -1.536 2.984 -2.082
O: -1.449 3.611 -3.369
H: -3.641 2.568 -2.487
H: -3.366 3.946 -1.552
H: -3.177 2.548 -0.687
H: -1.132 1.982 -2.254
H: -0.850 3.442 -1.368
H: -1.387 4.565 -3.279
C: 3.704 -3.470 1.844
C: 2.359 -3.531 1.157
O: 2.020 -2.229 0.657
H: 4.045 -4.484 2.063
H: 3.675 -2.949 2.801
H: 4.446 -2.994 1.205
H: 1.544 -3.844 1.813
H: 2.408 -4.236 0.323
H: 1.248 -2.337 0.081
O: -1.639 0.135 0.083
H: -1.208 -0.694 0.339
H: -1.059 0.505 -0.593
O: -0.520 -2.527 -0.709
H: -1.048 -2.523 -1.516
H: -1.050 -3.027 -0.073
O: -4.039 -0.366 1.334
H: -4.343 0.544 1.305
H: -3.140 -0.335 0.946

The following is a DFT calculation (ωB97M-V with the def2-TZVPD basis set) of a cluster of 6 separate species, C6H24O6 in total.

Energy above the lowest of the compared OMol25 structures with the same formula, charge and spin (eV): 4.462
Spin multiplicity: 1
Lowest unoccupied orbital energy (eV): 0.5
Frontier orbital gap (eV): 9.783

Atoms and positions in Å:
C: -5.944 -22.682 -33.021
O: -6.474 -22.945 -31.723
H: -6.656 -22.274 -33.739
H: -5.070 -22.030 -33.046
H: -5.679 -23.637 -33.475
H: -5.710 -23.133 -31.174
C: -5.092 -18.610 -35.706
O: -5.103 -19.627 -34.832
H: -5.241 -17.726 -35.087
H: -4.166 -18.571 -36.281
H: -5.889 -18.657 -36.448
H: -4.858 -20.428 -35.302
C: -5.923 -19.686 -28.884
O: -5.951 -20.850 -29.697
H: -5.919 -20.026 -27.848
H: -5.081 -19.057 -29.173
H: -6.869 -19.180 -29.077
H: -6.335 -20.633 -30.549
C: -7.789 -18.930 -32.029
O: -6.595 -19.681 -32.036
H: -8.607 -19.329 -32.627
H: -8.138 -18.968 -30.997
H: -7.632 -17.866 -32.208
H: -6.229 -19.755 -32.920
C: -7.816 -14.414 -32.400
O: -8.615 -14.168 -33.556
H: -6.833 -14.653 -32.805
H: -7.865 -13.457 -31.881
H: -8.201 -15.190 -31.739
H: -9.501 -14.358 -33.240
C: -9.829 -22.163 -33.372
O: -9.692 -22.581 -32.068
H: -9.953 -21.082 -33.426
H: -8.852 -22.396 -33.798
H: -10.495 -22.610 -34.111
H: -9.805 -23.534 -32.031

The following is a DFT calculation (ωB97M-V with the def2-TZVPD basis set) of a cluster of 6 separate species, C6H24O6 in total.

Total charge: +1
Energy above the lowest of the compared OMol25 structures with the same formula, charge and spin (eV): 4.293
<S²>: 0.75
Spin multiplicity: 2
Lowest unoccupied orbital energy (alpha / beta) (eV): -3.4 / -10.4
Frontier orbital gap (alpha / beta) (eV): 8.895 / 1.886

Atoms and positions in Å:
C: -2.293 23.822 -12.026
O: -2.450 23.758 -13.409
H: -2.669 22.955 -11.483
H: -1.232 24.028 -11.890
H: -2.869 24.666 -11.645
H: -3.335 23.409 -13.533
C: 1.634 25.761 -8.481
O: 0.919 25.922 -9.741
H: 2.351 24.940 -8.464
H: 2.051 26.698 -8.114
H: 1.034 25.498 -7.610
H: 0.869 25.118 -10.262
C: 6.187 24.371 -8.774
O: 7.371 25.162 -8.732
H: 6.139 23.909 -9.760
H: 6.121 23.571 -8.037
H: 5.340 25.000 -8.499
H: 7.408 25.461 -7.821
C: 5.350 27.487 -6.738
O: 5.274 28.870 -6.535
H: 6.350 27.354 -7.150
H: 5.277 26.947 -5.794
H: 4.660 27.122 -7.498
H: 4.359 29.032 -6.295
C: 0.061 22.616 -7.736
O: -0.906 22.652 -8.737
H: -0.224 21.890 -6.975
H: 1.017 22.343 -8.182
H: 0.101 23.558 -7.189
H: -1.766 22.712 -8.314
C: -2.051 27.327 -10.534
O: -1.050 28.216 -10.066
H: -2.093 26.414 -9.940
H: -3.099 27.622 -10.590
H: -1.838 26.958 -11.537
H: -0.284 27.639 -10.031

The following is a DFT calculation (ωB97M-V with the def2-TZVPD basis set) of a structure of composition C6H24O6Ti.

Total charge: +1
Energy above the lowest of the compared OMol25 structures with the same formula, charge and spin (eV): 15.993
<S²>: 3.75
Spin multiplicity: 4
Lowest unoccupied orbital energy (alpha / beta) (eV): -2.8 / -3.0
Frontier orbital gap (alpha / beta) (eV): 3.412 / 11.432

Atoms and positions in Å:
Ti: 0.117 -0.011 -0.157
C: 1.250 -2.403 -0.496
O: 1.377 -0.985 -0.549
H: 1.084 -2.707 -1.529
H: 2.087 -2.884 0.011
H: 0.388 -2.584 0.147
H: 2.254 -0.796 -0.891
C: 2.569 1.239 0.418
O: 1.510 0.941 -0.586
H: 3.063 0.290 0.627
H: 3.269 2.015 0.106
H: 2.142 1.592 1.356
H: 1.749 1.210 -1.476
C: -0.705 0.848 -2.496
O: 0.104 -0.113 -1.943
H: -0.453 0.895 -3.555
H: -1.737 0.511 -2.403
H: -0.554 1.785 -1.959
H: 0.021 -0.867 -2.531
C: -2.154 -0.809 -0.563
O: -0.920 -1.330 -0.156
H: -2.279 -1.153 -1.590
H: -2.922 -1.261 0.065
H: -2.326 0.264 -0.478
H: -0.809 -2.195 -0.558
C: -2.076 1.236 1.298
O: -0.898 1.349 0.424
H: -2.357 0.224 1.589
H: -1.899 1.762 2.236
H: -2.843 1.843 0.818
H: -0.941 2.231 0.047
C: 0.346 0.151 2.736
O: 0.377 -0.499 1.443
H: 1.206 0.809 2.858
H: -0.581 0.709 2.864
H: 0.264 -0.517 3.593
H: 1.276 -0.792 1.281

The following is a DFT calculation (ωB97M-V with the def2-TZVPD basis set) of a cluster of 7 separate species, C6H25N12O7 in total.

Total charge: -1
Energy above the lowest of the compared OMol25 structures with the same formula, charge and spin (eV): 6.395
Spin multiplicity: 1
Lowest unoccupied orbital energy (eV): 2.8
Frontier orbital gap (eV): 8.626

Atoms and positions in Å:
O: -0.308 0.187 0.313
H: 0.200 0.975 0.038
C: 0.089 0.257 -3.269
O: 1.252 -0.088 -3.176
N: -0.408 0.733 -4.353
N: -0.867 0.299 -2.426
H: -1.338 1.112 -4.464
H: 0.212 0.664 -5.147
H: -0.714 -0.015 -1.478
H: -1.762 0.676 -2.701
C: 1.620 -2.696 -1.023
O: 2.344 -1.843 -1.535
N: 0.615 -2.285 -0.337
N: 1.643 -3.984 -1.211
H: 0.368 -1.310 -0.246
H: -0.083 -2.958 -0.055
H: 2.340 -4.286 -1.876
H: 0.957 -4.625 -0.839
C: -0.704 -0.510 3.687
O: -0.845 -0.530 4.886
N: -0.133 -1.404 3.023
N: -1.215 0.375 2.936
H: 0.012 -1.081 2.077
H: 0.161 -2.295 3.396
H: -0.963 0.471 1.963
H: -1.596 1.186 3.402
C: 3.185 1.346 -0.036
O: 3.281 0.721 -1.071
N: 4.192 1.920 0.596
N: 2.058 1.407 0.650
H: 5.071 1.925 0.098
H: 4.135 2.373 1.497
H: 1.238 0.844 0.474
H: 2.003 2.024 1.448
C: -2.950 -2.427 0.274
O: -3.757 -3.199 -0.228
N: -2.632 -1.363 -0.272
N: -2.268 -2.666 1.331
H: -3.018 -1.130 -1.176
H: -1.779 -0.972 0.104
H: -2.388 -3.601 1.696
H: -1.494 -2.115 1.673
C: -0.908 3.976 0.275
O: -1.304 5.092 0.603
N: -0.370 3.619 -0.829
N: -0.929 2.938 1.017
H: 0.123 2.738 -0.813
H: -0.270 4.419 -1.437
H: -0.777 2.031 0.600
H: -1.321 3.071 1.938

The following is a DFT calculation (ωB97M-V with the def2-TZVPD basis set) of a cluster of 7 separate species, C6H25NO7 in total.

Energy above the lowest of the compared OMol25 structures with the same formula, charge and spin (eV): 2.705
Spin multiplicity: 1
Lowest unoccupied orbital energy (eV): -0.1
Frontier orbital gap (eV): 8.748

Atoms and positions in Å:
C: -0.399 -0.377 -1.040
N: 0.599 0.696 -1.012
C: 1.837 0.267 -0.289
C: 2.295 1.396 0.603
C: 1.037 2.232 0.872
C: 0.143 1.928 -0.322
C: 0.255 3.039 -1.384
O: -0.708 2.817 -2.405
H: -1.226 0.044 -1.594
H: 0.088 -1.223 -1.527
H: -0.725 -0.758 -0.068
H: 2.681 0.025 -0.945
H: 1.623 -0.714 0.150
H: 2.675 1.094 1.579
H: 3.046 2.024 0.157
H: 0.573 1.892 1.803
H: 1.180 3.303 0.980
H: -0.913 1.891 -0.043
H: 1.265 2.956 -1.765
H: 0.188 4.050 -1.003
H: -0.348 2.063 -2.880
O: -3.592 1.129 1.767
H: -3.943 1.616 2.520
H: -2.763 0.783 2.114
O: 1.022 0.031 -3.952
H: 0.751 0.781 -4.490
H: 1.058 0.373 -3.041
O: -2.098 -1.438 1.415
H: -2.347 -2.187 1.965
H: -2.846 -0.834 1.400
O: 1.047 -2.854 3.722
H: 0.413 -2.432 4.308
H: 1.858 -2.343 3.803
O: 0.100 -3.099 0.955
H: 0.789 -3.505 1.475
H: -0.242 -2.251 1.233
O: -1.333 -4.388 -1.963
H: -1.631 -3.481 -2.076
H: -1.410 -4.545 -1.022

The following is a DFT calculation (ωB97M-V with the def2-TZVPD basis set) of a cluster of 6 separate species, C6H25O6 in total.

Total charge: +1
Energy above the lowest of the compared OMol25 structures with the same formula, charge and spin (eV): 2.930
Spin multiplicity: 1
Lowest unoccupied orbital energy (eV): -4.5
Frontier orbital gap (eV): 7.142

Atoms and positions in Å:
O: 1.586 0.260 0.075
H: 2.172 -0.258 0.631
H: 1.643 0.081 -0.867
H: 1.719 1.197 0.240
O: 2.141 -0.747 -4.049
H: 2.760 -0.218 -4.553
H: 1.999 -1.527 -4.585
O: 2.565 4.447 1.019
H: 3.352 4.598 1.543
H: 2.214 5.323 0.855
O: 4.409 -1.694 2.881
H: 5.027 -2.352 2.564
H: 4.671 -1.537 3.789
C: -3.823 5.183 0.002
C: -4.541 6.548 0.070
C: -4.220 7.303 1.348
O: -4.072 7.324 -0.983
H: -4.086 4.639 0.909
H: -2.735 5.245 -0.004
H: -4.297 4.623 -0.803
H: -5.610 6.335 0.034
H: -4.581 6.762 2.222
H: -4.747 8.254 1.424
H: -3.148 7.494 1.407
H: -4.221 6.846 -1.803
C: 2.341 -6.589 -0.564
C: 0.778 -6.497 -0.317
C: 0.182 -7.890 -0.498
O: 0.648 -6.109 1.036
H: 2.944 -5.877 0.000
H: 2.462 -6.426 -1.635
H: 2.744 -7.595 -0.443
H: 0.352 -5.666 -0.880
H: -0.899 -7.952 -0.369
H: 0.671 -8.536 0.231
H: 0.381 -8.310 -1.483
H: 1.217 -6.680 1.558

The following is a DFT calculation (ωB97M-V with the def2-TZVPD basis set) of a cluster of 6 separate species, C6H26N2O5 in total.

Energy above the lowest of the compared OMol25 structures with the same formula, charge and spin (eV): 1.758
Spin multiplicity: 1
Lowest unoccupied orbital energy (eV): 0.5
Frontier orbital gap (eV): 9.034

Atoms and positions in Å:
C: 0.941 0.489 2.092
C: 0.077 -0.447 1.276
C: 0.546 -1.911 1.553
C: -1.411 -0.425 1.653
C: -2.554 -0.585 0.623
N: -2.522 -1.779 -0.200
C: -2.395 -1.433 -1.625
N: -1.158 -0.778 -2.000
H: 1.225 1.415 1.603
H: 0.402 0.757 2.999
H: 1.892 0.026 2.314
H: 0.283 -0.368 0.189
H: -0.086 -2.642 1.079
H: 0.544 -2.261 2.598
H: 1.623 -1.939 1.312
H: -1.643 -1.037 2.540
H: -1.633 0.570 2.036
H: -3.478 -0.576 1.253
H: -2.674 0.265 -0.062
H: -1.997 -2.513 0.239
H: -3.335 -0.943 -1.846
H: -2.342 -2.415 -2.109
H: -0.372 -1.408 -2.202
H: -0.897 -0.113 -1.295
O: 2.303 -0.478 -1.607
H: 2.574 0.192 -0.957
H: 2.920 -0.397 -2.339
O: 0.197 2.371 -1.245
H: 0.005 3.104 -1.840
H: 0.138 1.586 -1.802
O: 2.849 2.095 -0.641
H: 1.910 2.306 -0.482
H: 3.096 1.707 0.225
O: 4.115 0.270 1.513
H: 3.733 -0.300 0.824
H: 3.572 0.170 2.301
O: -2.057 2.675 -2.996
H: -1.920 1.742 -2.784
H: -2.472 3.006 -2.190

The following is a DFT calculation (ωB97M-V with the def2-TZVPD basis set) of a cluster of 7 separate species, C6H26N2O6 in total.

Total charge: -1
Energy above the lowest of the compared OMol25 structures with the same formula, charge and spin (eV): 0.000
<S²>: 0.75
Spin multiplicity: 2
Lowest unoccupied orbital energy (alpha / beta) (eV): 3.0 / 2.9
Frontier orbital gap (alpha / beta) (eV): 2.562 / 8.665

Atoms and positions in Å:
N: -0.729 -1.116 1.596
C: -0.145 0.145 1.221
C: -0.765 1.398 1.894
C: -0.926 2.517 0.876
C: -2.042 2.876 0.257
C: 1.399 0.198 1.431
N: 2.128 0.432 0.213
C: 3.164 1.425 0.171
H: -0.215 -1.757 2.178
H: -1.718 -1.029 1.766
H: -0.199 0.357 0.165
H: -0.202 1.864 2.701
H: -1.788 1.212 2.244
H: 0.005 3.067 0.756
H: -2.044 3.664 -0.480
H: -2.935 2.366 0.610
H: 1.646 1.009 2.107
H: 1.763 -0.677 1.990
H: 2.375 -0.385 -0.325
H: 4.090 1.173 0.739
H: 2.843 2.360 0.627
H: 3.564 1.505 -0.843
H: -0.248 -4.285 1.190
H: -0.470 -2.927 0.589
O: -0.950 -3.761 0.765
H: -1.177 -1.041 -2.386
H: -0.776 -1.561 -1.014
O: -0.410 -1.142 -1.807
H: -2.365 1.537 -2.068
H: -1.472 1.094 -3.367
O: -2.105 0.858 -2.688
H: -2.683 -2.481 0.931
H: -3.428 -1.929 -0.196
O: -3.531 -2.026 0.763
H: 1.472 1.487 -2.616
H: 0.295 0.600 -2.638
O: 0.599 1.453 -3.005
H: 3.139 -2.280 -1.787
H: 1.942 -3.168 -1.321
O: 2.898 -3.032 -1.236

The following is a DFT calculation (ωB97M-V with the def2-TZVPD basis set) of a cluster of 8 separate species, C6H26NO8 in total.

Total charge: +1
Energy above the lowest of the compared OMol25 structures with the same formula, charge and spin (eV): 3.267
Spin multiplicity: 1
Lowest unoccupied orbital energy (eV): -2.7
Frontier orbital gap (eV): 8.778

Atoms and positions in Å:
C: -1.311 1.156 -2.247
O: 0.131 1.307 -2.390
C: -1.887 -0.168 -1.618
C: -1.524 -0.503 -0.249
C: -0.078 -0.392 0.099
C: 0.566 -0.050 1.252
N: 1.951 0.142 1.128
C: 2.912 -0.632 1.435
H: -1.561 1.989 -1.564
H: -1.564 1.288 -3.320
H: 0.485 1.918 -1.621
H: -1.778 -0.951 -2.343
H: -2.944 0.198 -1.583
H: -2.083 0.055 0.515
H: -1.837 -1.547 0.062
H: 0.647 -0.841 -0.601
H: 0.203 0.443 2.144
H: 0.718 0.449 -2.082
H: 3.906 -0.132 1.447
H: 2.863 -1.690 1.677
H: 1.539 2.758 1.873
H: 1.063 3.965 1.155
O: 1.010 3.007 1.094
H: 0.399 -3.957 -0.552
H: -0.726 -3.155 -0.693
O: 0.247 -3.088 -0.928
H: 1.872 -1.339 -2.721
H: 0.394 -1.562 -2.064
O: 0.963 -1.062 -2.668
H: -1.921 -0.805 3.596
H: -1.700 -0.057 2.247
O: -1.477 -0.860 2.722
H: -2.088 2.772 2.257
H: -0.765 2.602 1.433
O: -1.609 2.206 1.665
H: 2.405 3.101 -1.195
H: 1.775 2.004 -0.244
O: 2.030 2.231 -1.123
H: -2.362 -3.539 1.752
H: -1.008 -2.892 1.922
O: -1.457 -3.628 1.455

The following is a DFT calculation (ωB97M-V with the def2-TZVPD basis set) of a cluster of 7 separate species, C6H26O10 in total.

Energy above the lowest of the compared OMol25 structures with the same formula, charge and spin (eV): 2.576
Spin multiplicity: 1
Lowest unoccupied orbital energy (eV): -0.2
Frontier orbital gap (eV): 9.651

Atoms and positions in Å:
O: 3.477 0.367 -0.783
C: 2.507 0.046 0.202
C: 1.151 -0.288 -0.429
O: 0.388 -0.905 0.562
H: 3.581 -0.451 -1.343
H: 2.978 -0.730 0.780
H: 2.311 0.842 0.923
H: 1.226 -0.918 -1.284
H: 0.684 0.615 -0.718
H: -0.455 -1.010 0.085
O: -1.620 0.463 2.454
C: -1.005 1.624 1.978
C: -1.622 2.857 2.669
O: -0.892 4.055 2.381
H: -1.351 -0.302 1.897
H: 0.045 1.528 2.130
H: -1.170 1.774 0.900
H: -1.775 2.729 3.767
H: -2.660 3.040 2.356
H: -1.462 4.826 2.550
O: -2.152 -1.053 0.055
C: -2.903 -2.145 0.475
C: -2.141 -2.866 1.526
O: -2.969 -3.892 2.037
H: -2.767 -0.383 -0.321
H: -3.822 -1.755 0.923
H: -3.071 -2.672 -0.444
H: -1.925 -2.192 2.325
H: -1.206 -3.339 1.179
H: -3.508 -3.576 2.754
O: -0.914 0.790 -2.631
H: -0.703 1.622 -2.308
H: -0.201 0.429 -3.155
O: 1.289 -0.437 -3.673
H: 2.007 -0.692 -3.116
H: 1.578 -0.781 -4.490
O: 2.823 2.846 -1.506
H: 2.907 1.944 -1.261
H: 2.248 3.232 -0.841
O: 3.493 -1.648 -2.561
H: 3.529 -2.467 -2.970
H: 4.074 -1.127 -3.076

Across the entries above, F_max takes the values 1.61; 2.22; 3.41; 3.24; 17.18; 7.76; 1.87; 2.65; 3.37; 2.08; 3.97; 2.97 eV/A, respectively.